Molecular formula: C24H44Br4N4O24S6
Method: DFT, ωB97M-V/def2-TZVPD

Geometry (Å):
C (-0.208487, -1.330049, 4.459291)
C (1.308153, -1.395959, 4.808031)
O (1.593073, -0.060209, 5.228251)
S (0.828523, 0.994351, 4.281821)
O (1.699503, 1.386731, 3.180001)
O (0.231873, 2.149901, 5.097471)
O (-0.381227, -0.075899, 3.758831)
H (-0.795127, -1.305839, 5.377641)
H (-0.535897, -2.242649, 3.961231)
H (1.792133, -1.612989, 3.855791)
H (1.554263, -2.198299, 5.503571)
C (5.792663, -0.557629, 2.435931)
C (4.513033, 0.099201, 2.971091)
O (4.043113, -0.755369, 3.906981)
S (5.108363, -1.824739, 4.552071)
O (4.517493, -3.152809, 4.754681)
O (5.691143, -1.204979, 5.802491)
O (6.099383, -1.746859, 3.195461)
H (6.661283, 0.066091, 2.647061)
H (5.714723, -0.796039, 1.375181)
H (3.759093, 0.332061, 2.219131)
H (4.770163, 1.000411, 3.527711)
C (-3.414477, 0.653011, 2.790641)
C (-3.235707, 0.345861, 4.322511)
O (-3.123767, -1.022769, 4.444221)
S (-4.041667, -1.758779, 3.319331)
O (-5.256737, -2.358829, 3.853531)
O (-3.129647, -2.625129, 2.569891)
O (-4.281947, -0.375739, 2.468031)
H (-2.507257, 0.783071, 2.200611)
H (-3.980767, 1.547961, 2.532801)
H (-4.123997, 0.627151, 4.888111)
H (-2.391257, 0.879371, 4.758831)
C (-1.568417, -6.445649, -3.471819)
C (-1.273547, -5.859449, -4.836959)
O (-0.962977, -4.525119, -4.512449)
S (-1.811647, -3.903839, -3.288569)
O (-3.156247, -3.668759, -3.685589)
O (-1.129537, -2.842949, -2.540369)
O (-1.622387, -5.362129, -2.568439)
H (-0.867817, -7.265819, -3.315049)
H (-2.520067, -6.976849, -3.455029)
H (-2.140787, -5.853849, -5.497229)
H (-0.374107, -6.273669, -5.292519)
C (-1.430937, 6.234051, -4.355919)
C (-2.122527, 6.065231, -2.963739)
O (-2.909707, 4.963581, -2.965239)
S (-2.044037, 3.809501, -3.849579)
O (-2.916567, 3.143721, -4.776789)
O (-1.169137, 3.041911, -3.017889)
O (-1.065947, 4.960131, -4.636929)
H (-0.581347, 6.916891, -4.360899)
H (-2.072097, 6.709131, -5.098409)
H (-2.743467, 6.956051, -2.869019)
H (-1.264907, 6.030971, -2.291869)
C (-0.043597, -0.082359, -1.083329)
C (-0.335687, -0.446979, 0.373531)
O (0.562723, -1.441929, 0.819341)
S (1.888453, -1.658769, -0.194199)
O (1.711523, -2.909519, -0.922179)
O (3.188753, -1.330739, 0.377351)
O (1.245213, -0.439529, -1.153729)
H (-0.395287, 0.932251, -1.270409)
H (-0.668117, -0.656479, -1.767769)
H (-1.330407, -0.850919, 0.561831)
H (-0.180777, 0.448801, 0.974931)
Br (2.968933, 3.072231, -4.530769)
C (2.430703, 3.433961, -2.679419)
C (3.180303, 2.362981, -1.922739)
Br (2.679893, 2.676161, 0.016431)
H (1.341573, 3.475081, -2.665079)
H (2.763793, 4.439261, -2.421489)
H (4.265473, 2.332991, -2.020789)
H (2.752693, 1.396601, -2.189869)
Br (-0.179437, 4.959921, 3.529281)
C (-0.611997, 4.276651, 1.706681)
C (0.120593, 5.120221, 0.637561)
Br (-0.555567, 7.058541, 0.654471)
H (-1.670387, 4.485261, 1.550491)
H (-0.325957, 3.225141, 1.682031)
H (-0.111607, 4.818761, -0.383859)
H (1.193373, 5.151231, 0.828011)
C (-5.054917, 2.735761, -1.177199)
C (-3.774037, 2.167801, -0.740259)
N (-2.690617, 1.826991, -0.382089)
H (-5.610357, 2.842881, -0.245479)
H (-5.706337, 2.143041, -1.819409)
H (-4.944997, 3.703611, -1.666369)
C (4.450883, -4.489289, 2.179361)
C (3.845193, -5.237059, 1.125451)
N (3.389503, -5.896629, 0.334551)
H (5.516283, -4.521199, 1.951291)
H (4.118683, -5.052379, 3.051531)
H (4.091983, -3.463889, 2.267891)
C (2.367153, -1.829389, -4.247649)
C (2.235663, -3.290929, -4.550129)
N (2.066403, -4.440629, -4.784109)
H (2.790543, -1.832109, -3.243249)
H (1.428803, -1.275969, -4.211239)
H (3.092593, -1.381159, -4.926569)
C (-3.975787, -1.846779, -1.172519)
C (-4.113517, -0.675689, -2.065539)
N (-4.319627, 0.184681, -2.839339)
H (-4.519577, -2.730719, -1.505749)
H (-4.181537, -1.738169, -0.107639)
H (-2.909397, -2.068339, -1.129779)

Forces on the atoms, in the same order (eV/Å):
0.871 -0.464 1.656
-1.856 -0.462 -1.840
-0.297 0.774 0.044
-1.248 3.217 1.341
-1.642 -1.001 1.312
1.889 -4.900 -2.729
1.708 0.793 0.411
-0.022 0.296 0.077
-0.012 0.593 -0.919
0.469 0.148 0.136
0.095 0.705 0.464
1.073 0.504 -0.179
1.639 1.706 -0.620
-1.387 -3.658 2.668
0.774 1.115 2.569
1.055 2.813 -1.100
-1.328 -1.682 -4.426
-1.716 -0.677 1.898
-0.166 0.319 -0.517
0.095 -0.322 0.194
0.094 -0.330 0.065
0.070 0.431 -0.452
0.169 1.260 1.834
-0.274 3.088 -0.312
-0.332 -2.129 -0.551
1.217 -1.503 -0.810
1.996 1.928 -0.987
-1.614 1.469 1.128
-1.480 -3.108 -0.776
0.229 -1.012 0.024
-0.032 0.238 0.694
-0.185 0.435 -0.222
0.144 -0.454 -0.052
-1.127 -1.405 -0.760
-0.321 0.498 0.013
0.495 3.439 -0.630
2.120 -1.541 0.145
-0.107 -0.160 0.111
-0.875 -2.645 -1.747
-0.361 0.895 1.880
0.649 0.779 1.207
-0.315 0.329 -0.048
0.128 -0.251 -0.147
-0.217 0.094 -0.083
-1.408 1.823 0.959
1.816 4.046 -0.977
0.326 -3.327 -1.432
0.012 0.581 -1.134
0.846 1.121 1.185
-0.498 0.701 -0.205
-0.311 -3.785 -0.233
0.377 -0.379 0.634
-0.582 -0.548 -0.261
0.003 -0.152 0.783
-0.458 -0.087 0.751
-3.695 -1.421 1.316
-1.164 0.879 0.600
2.618 -1.362 -0.128
-3.475 0.096 -1.159
0.789 2.194 1.552
-2.481 -0.048 -0.811
5.992 -0.281 -1.383
1.286 0.506 0.086
0.165 -0.456 -0.093
-0.010 0.104 -0.139
0.005 -0.030 0.232
-0.206 0.288 -0.199
0.946 0.559 -0.525
-1.592 -0.084 0.977
0.466 -0.439 -0.696
0.141 -0.764 0.242
0.250 -0.115 -0.141
-0.274 0.442 0.087
0.172 -0.047 0.328
-0.190 -0.332 -0.877
0.250 1.682 -0.266
-0.377 0.525 0.751
0.501 -1.323 0.011
-0.005 -0.608 0.313
-0.103 0.147 -0.104
0.063 -0.260 0.211
-0.203 0.228 -0.199
-0.481 0.012 0.664
4.087 -1.027 0.516
-4.308 1.237 -1.114
-0.215 0.425 0.005
0.714 -0.504 -0.046
0.323 0.003 0.232
-0.099 -0.107 0.175
0.347 1.336 0.683
-1.196 -1.707 -2.088
0.101 0.159 0.758
0.761 0.351 0.470
0.026 -0.185 -0.252
0.569 -1.302 0.374
-1.187 -2.956 -0.972
0.774 4.132 0.835
0.044 0.337 0.056
-0.029 -0.347 -0.265
-0.202 0.044 -0.028
0.966 0.040 0.278
-1.345 1.350 -1.487
0.740 -2.308 2.104
0.067 0.285 -0.381
-0.574 0.823 -0.150
0.060 -0.332 -0.387

Results
E_HOMO in eV: -9.98
Largest force on an atom in eV Å⁻¹: 6.2
Lowest unoccupied orbital energy in eV: 0.1
Charge: 0
Kohn-Sham gap in eV: 10.126